No. 1
{"formula": "C21H49BrInO4", "method": "ωB97M-V with the def2-TZVPD basis set", "symbols": ["O", "C", "O", "C", "In", "Br", "C", "O", "O", "H", "H", "H", "H", "H", "H", "H", "C", "C", "C", "C", "C", "C", "H", "H", "H", "H", "H", "H", "H", "H", "H", "H", "H", "H", "H", "H", "C", "C", "C", "C", "C", "C", "H", "H", "H", "H", "H", "H", "H", "H", "H", "H", "H", "H", "H", "H", "C", "C", "C", "C", "C", "C", "H", "H", "H", "H", "H", "H", "H", "H", "H", "H", "H", "H", "H", "H"], "xyz": [[6.047, 2.764, -4.587], [4.893, 3.134, -4.886], [4.598, 3.659, -6.189], [3.682, 3.101, -3.849], [2.031, 1.651, -4.388], [2.923, -0.384, -5.777], [0.339, 2.771, -5.381], [-0.204, 3.884, -4.593], [0.746, 4.356, -3.722], [5.348, 4.250, -6.426], [4.077, 2.768, -2.825], [3.333, 4.187, -3.750], [1.394, 0.991, -2.845], [-0.550, 2.071, -5.585], [0.649, 3.203, -6.398], [1.179, 5.139, -4.140], [1.160, -3.077, 1.880], [1.613, -3.954, 0.720], [2.451, -3.203, -0.316], [1.735, -2.053, -1.030], [0.452, -2.437, -1.767], [0.678, -3.434, -2.897], [0.506, -2.269, 1.544], [0.603, -3.674, 2.607], [2.019, -2.636, 2.394], [0.741, -4.414, 0.246], [2.215, -4.777, 1.121], [2.816, -3.921, -1.058], [3.344, -2.799, 0.175], [2.432, -1.605, -1.746], [1.500, -1.266, -0.307], [0.011, -1.529, -2.190], [-0.288, -2.840, -1.066], [1.386, -3.037, -3.629], [-0.264, -3.637, -3.414], [1.062, -4.387, -2.525], [-1.138, 2.632, 6.185], [0.314, 2.202, 6.342], [0.985, 1.834, 5.017], [0.367, 0.645, 4.277], [0.318, -0.664, 5.068], [1.693, -1.193, 5.450], [-1.758, 1.824, 5.789], [-1.552, 2.921, 7.155], [-1.220, 3.490, 5.514], [0.376, 1.367, 7.047], [0.874, 3.027, 6.795], [2.045, 1.635, 5.205], [0.956, 2.705, 4.353], [0.937, 0.479, 3.356], [-0.649, 0.901, 3.959], [-0.186, -1.419, 4.455], [-0.293, -0.544, 5.969], [2.309, -1.355, 4.561], [1.597, -2.148, 5.973], [2.221, -0.505, 6.114], [-4.887, -2.202, -0.225], [-3.553, -1.787, -0.832], [-2.991, -0.496, -0.236], [-3.851, 0.754, -0.445], [-4.160, 1.098, -1.904], [-2.917, 1.409, -2.726], [-5.666, -1.460, -0.416], [-5.219, -3.149, -0.658], [-4.798, -2.338, 0.856], [-3.656, -1.694, -1.917], [-2.829, -2.590, -0.660], [-1.992, -0.324, -0.651], [-2.846, -0.637, 0.842], [-3.339, 1.606, 0.017], [-4.796, 0.642, 0.096], [-4.817, 1.974, -1.920], [-4.721, 0.286, -2.378], [-2.359, 2.242, -2.290], [-3.199, 1.690, -3.745], [-2.251, 0.546, -2.795]], "atomic_forces_ev_per_a": [[-2.97, 1.18, -1.39], [1.18, -0.53, 1.96], [0.56, 0.18, 1.84], [1.90, 0.74, -0.84], [-0.55, 0.59, 0.71], [-0.13, 0.31, 0.09], [-0.49, -0.08, -1.45], [-1.09, -1.17, -1.64], [1.65, 1.17, 1.38], [-0.42, -0.96, 0.17], [-0.26, 0.48, -1.68], [0.16, -1.63, -0.30], [0.21, -0.04, -0.33], [1.14, 1.07, 0.41], [-0.37, -0.55, 1.20], [-0.59, -0.84, -0.06], [-0.16, -0.10, 0.06], [0.16, 0.02, 0.01], [-0.03, -0.09, -0.11], [-0.01, 0.08, 0.03], [0.05, 0.07, -0.03], [-0.10, -0.05, -0.06], [0.05, 0.00, 0.03], [0.02, 0.09, 0.03], [-0.04, 0.03, -0.04], [0.04, 0.03, -0.03], [-0.05, -0.01, -0.04], [-0.01, 0.04, 0.02], [-0.03, -0.03, 0.00], [-0.10, 0.02, 0.03], [0.04, 0.00, -0.03], [0.06, 0.00, 0.06], [0.02, 0.02, 0.03], [-0.03, -0.02, 0.05], [0.08, -0.02, -0.02], [0.01, 0.01, -0.02], [-0.05, -0.03, 0.16], [0.04, 0.09, -0.09], [0.12, -0.04, 0.04], [-0.10, 0.00, -0.03], [0.01, 0.02, -0.11], [-0.03, -0.11, 0.12], [0.01, 0.06, -0.02], [-0.05, 0.01, -0.08], [-0.02, -0.07, -0.01], [0.03, 0.00, -0.04], [0.01, -0.08, 0.00], [-0.04, 0.00, -0.03], [0.00, -0.03, 0.04], [-0.04, 0.00, 0.04], [0.04, 0.01, -0.01], [-0.02, 0.06, 0.03], [0.00, 0.03, -0.04], [-0.01, 0.04, 0.07], [0.09, 0.04, -0.04], [0.02, -0.02, -0.04], [-0.05, -0.10, -0.13], [0.05, 0.01, 0.13], [0.15, 0.04, -0.09], [-0.13, -0.03, 0.03], [0.06, 0.06, 0.05], [-0.06, -0.02, -0.11], [0.02, -0.03, 0.05], [-0.05, 0.04, 0.07], [-0.03, 0.04, -0.03], [0.04, 0.03, 0.04], [0.00, 0.06, -0.07], [-0.05, 0.01, 0.02], [-0.01, -0.02, -0.03], [-0.01, -0.04, -0.05], [0.02, -0.02, 0.02], [-0.03, -0.07, 0.02], [-0.01, 0.00, 0.07], [0.04, -0.09, -0.07], [0.12, 0.01, 0.05], [0.04, 0.08, 0.00]], "lowdin_charge": [0.00, -0.52, -0.01, -0.21, 0.33, -0.15, -0.30, -0.30, -0.13, 0.10, 0.05, 0.04, -0.09, 0.05, 0.05, 0.10, -0.12, -0.27, -0.23, -0.22, -0.27, -0.10, 0.06, 0.07, 0.07, 0.10, 0.10, 0.10, 0.11, 0.11, 0.10, 0.09, 0.08, 0.07, 0.07, 0.06, -0.12, -0.28, -0.23, -0.22, -0.27, -0.11, 0.07, 0.07, 0.08, 0.10, 0.10, 0.10, 0.11, 0.11, 0.10, 0.10, 0.10, 0.06, 0.07, 0.06, -0.12, -0.27, -0.23, -0.23, -0.27, -0.10, 0.06, 0.07, 0.07, 0.10, 0.09, 0.10, 0.11, 0.11, 0.10, 0.10, 0.10, 0.08, 0.07, 0.07], "homo_lumo_gap_ev": 7.6964, "total_charge": -1, "homo_energy_ev": -5.34, "total_energy_ev": -105977.5957, "relative_energy_ev": 0.0000, "max_force_ev_per_a": 3.5, "lumo_energy_ha": 0.087}

No. 2
{"formula": "C21H49Cl10NO4", "method": "ωB97M-V with the def2-TZVPD basis set", "symbols": ["Cl", "C", "C", "Cl", "H", "H", "H", "H", "Cl", "C", "C", "Cl", "H", "H", "H", "H", "Cl", "C", "C", "Cl", "H", "H", "H", "H", "Cl", "C", "C", "Cl", "H", "H", "H", "H", "Cl", "C", "C", "Cl", "H", "H", "H", "H", "C", "C", "C", "O", "H", "H", "H", "H", "H", "H", "H", "H", "C", "C", "C", "O", "H", "H", "H", "H", "H", "H", "H", "H", "C", "C", "C", "O", "H", "H", "H", "H", "H", "H", "H", "H", "O", "C", "N", "C", "H", "H", "H", "H", "H"], "xyz": [[-1.776, 5.731, 2.785], [-0.498, 4.821, 1.912], [-0.482, 5.137, 0.455], [-1.959, 4.592, -0.365], [-0.659, 3.771, 2.137], [0.447, 5.122, 2.363], [0.370, 4.621, 0.003], [-0.304, 6.187, 0.238], [-1.963, 0.019, -5.264], [-2.048, 0.961, -3.769], [-3.348, 1.731, -3.628], [-4.682, 0.692, -3.089], [-1.219, 1.664, -3.751], [-1.932, 0.325, -2.897], [-3.624, 2.175, -4.584], [-3.216, 2.550, -2.924], [-1.001, -0.494, 5.942], [-0.988, -1.792, 4.730], [-2.205, -2.691, 4.934], [-1.996, -4.174, 3.944], [-0.097, -2.407, 4.823], [-1.008, -1.313, 3.756], [-3.126, -2.217, 4.624], [-2.216, -3.031, 5.964], [2.058, -2.649, -1.801], [3.402, -3.752, -2.156], [4.711, -3.022, -2.291], [5.230, -2.315, -0.723], [3.177, -4.226, -3.115], [3.433, -4.550, -1.420], [4.646, -2.200, -2.996], [5.496, -3.714, -2.586], [-0.912, -3.507, -0.123], [-1.088, -5.217, 0.369], [-2.556, -5.543, 0.348], [-2.819, -7.273, 0.653], [-0.655, -5.304, 1.359], [-0.550, -5.819, -0.358], [-2.981, -5.287, -0.618], [-3.065, -4.968, 1.118], [2.231, 0.276, -5.986], [2.367, 0.627, -4.529], [3.602, 1.447, -4.223], [1.172, 1.311, -4.062], [3.146, -0.186, -6.372], [2.114, 1.175, -6.602], [1.416, -0.414, -6.203], [2.383, -0.279, -3.914], [3.536, 1.887, -3.230], [3.748, 2.257, -4.941], [4.461, 0.776, -4.291], [0.630, 1.496, -4.835], [0.922, -0.742, 1.118], [0.782, 0.403, 0.150], [-0.252, 0.237, -0.921], [0.518, 1.620, 0.911], [1.244, -1.689, 0.684], [-0.061, -1.027, 1.526], [1.573, -0.516, 1.961], [1.783, 0.572, -0.259], [-0.170, -0.742, -1.405], [-0.072, 0.958, -1.721], [-1.282, 0.354, -0.572], [-0.449, 1.657, 0.926], [-4.753, 1.443, 2.249], [-3.354, 0.916, 2.330], [-3.270, -0.486, 1.754], [-2.444, 1.743, 1.554], [-5.453, 0.706, 2.651], [-5.078, 1.544, 1.208], [-4.892, 2.404, 2.748], [-2.994, 0.877, 3.364], [-2.223, -0.740, 1.567], [-3.749, -0.536, 0.772], [-3.723, -1.228, 2.406], [-2.854, 2.611, 1.642], [4.057, 1.446, 4.861], [3.564, 1.726, 3.790], [2.215, 1.829, 3.613], [4.378, 1.925, 2.545], [1.646, 1.825, 4.441], [1.823, 1.993, 2.700], [3.935, 1.398, 1.692], [5.388, 1.532, 2.626], [4.443, 2.981, 2.277]], "atomic_forces_ev_per_a": [[0.00, -0.05, -0.02], [0.04, 0.27, 0.70], [0.76, -0.19, -0.48], [-0.09, 0.01, -0.14], [-0.03, -0.08, -0.23], [0.00, 0.00, -0.06], [-0.23, -0.26, 0.02], [-0.43, 0.13, 0.20], [0.03, -0.17, -0.06], [-0.29, 0.58, 0.69], [0.35, 0.23, -0.53], [-0.11, -0.02, 0.05], [0.01, -0.01, -0.15], [0.08, -0.33, -0.23], [-0.12, -0.09, 0.02], [-0.05, -0.18, 0.23], [0.05, 0.07, 0.12], [-0.46, -0.39, -0.35], [0.73, -0.03, -0.02], [-0.08, 0.06, -0.13], [0.18, 0.27, 0.15], [0.07, -0.08, -0.06], [-0.16, 0.04, 0.16], [-0.32, 0.09, 0.04], [0.01, -0.01, 0.00], [0.01, -0.26, -0.63], [0.17, 0.06, 0.54], [-0.03, -0.04, -0.15], [-0.02, 0.10, 0.01], [0.03, 0.21, 0.26], [-0.04, -0.01, -0.08], [-0.02, 0.00, -0.08], [-0.05, 0.07, 0.05], [0.08, 0.09, -0.22], [-0.16, 0.38, 0.12], [0.00, -0.13, 0.06], [0.03, -0.14, 0.03], [0.11, -0.02, 0.08], [-0.05, -0.13, -0.05], [-0.10, -0.12, 0.01], [0.49, -0.12, -0.70], [-0.85, 0.08, 0.62], [0.03, -0.07, -0.21], [0.35, 0.08, -0.32], [-0.03, -0.07, 0.20], [-0.17, 0.05, 0.17], [-0.12, 0.08, 0.18], [0.20, -0.11, -0.14], [0.06, -0.13, 0.09], [-0.10, -0.01, -0.03], [0.14, 0.18, 0.14], [0.01, 0.00, -0.01], [-0.95, -1.06, 0.55], [1.00, 0.62, 0.97], [0.09, -0.21, -0.94], [-0.22, -0.38, -0.52], [0.34, 0.27, -0.35], [0.08, 0.35, 0.11], [0.08, 0.21, -0.08], [-0.17, 0.02, -0.41], [-0.01, -0.04, 0.15], [-0.06, 0.11, 0.13], [0.11, -0.02, 0.27], [-0.13, 0.29, 0.43], [-0.79, -0.03, -0.23], [0.68, -0.69, -0.39], [0.44, 0.10, -0.53], [-0.78, -0.03, 0.57], [0.08, 0.17, 0.36], [0.30, 0.13, -0.05], [0.01, -0.05, 0.10], [-0.05, 0.20, 0.05], [-0.06, -0.14, 0.25], [-0.15, 0.06, 0.08], [-0.04, -0.08, 0.10], [0.46, 0.37, -0.39], [0.17, 0.16, 0.37], [-0.30, -0.42, -0.08], [0.50, 0.22, -0.01], [0.22, -0.13, -0.90], [-0.16, -0.11, -0.09], [-0.31, -0.03, 0.02], [-0.18, 0.16, 0.09], [-0.01, 0.06, 0.43], [-0.07, 0.01, 0.08]], "lowdin_charge": [0.53, -0.66, -0.66, 0.57, 0.04, 0.08, 0.08, 0.07, 0.58, -0.68, -0.66, 0.55, 0.05, 0.04, 0.06, 0.06, 0.56, -0.67, -0.64, 0.57, 0.07, 0.04, 0.06, 0.06, 0.59, -0.66, -0.64, 0.52, 0.07, 0.07, 0.06, 0.07, 0.58, -0.65, -0.70, 0.56, 0.05, 0.07, 0.07, 0.05, -0.06, -0.48, -0.05, -0.08, 0.08, 0.09, 0.08, 0.11, 0.08, 0.08, 0.08, 0.05, -0.08, -0.45, -0.06, -0.08, 0.02, 0.04, 0.07, 0.13, 0.06, 0.07, 0.08, 0.04, -0.06, -0.46, -0.05, -0.09, 0.09, 0.09, 0.09, 0.13, 0.05, 0.09, 0.08, 0.05, 0.04, -0.61, 0.16, -0.01, 0.10, 0.06, 0.07, 0.08, 0.08], "homo_lumo_gap_ev": 9.8135, "homo_energy_ev": -9.44, "total_energy_ev": -157478.2484, "relative_energy_ev": 0.0000, "max_force_ev_per_a": 1.5, "lumo_energy_ha": 0.014}